Entry 1:
The following is a quantum chemistry calculation of a structure of composition C23H25FN4OPbSi, from the OMol25 dataset.

The geometry in XYZ format:
```
56
Properties=species:S:1:pos:R:3:forces:R:3:lowdin_charge:R:1
Pb 0.7432 -1.4525 0.2162 0.0999 -0.0724 0.0635 1.55
C 2.3219 3.1502 0.4838 0.0294 -0.0765 0.0810 0.02
C 1.9502 1.7371 0.7865 0.1445 0.2653 0.2077 -0.20
N 1.9117 0.8416 -0.1387 -0.3028 -0.5427 -0.1803 -0.05
N 2.3632 1.0292 -1.3548 -0.0568 0.0806 0.0277 0.18
C 1.6068 0.3049 -2.3013 0.1779 0.0819 -0.0532 -0.37
O 0.7670 -0.5511 -1.9700 -0.0894 0.0373 0.0811 -0.13
C 1.8855 0.6538 -3.6794 -0.0276 -0.0244 0.1295 -0.16
C 0.8962 0.4362 -4.6463 0.0415 -0.0766 -0.1188 0.00
C 1.1614 0.7431 -5.9641 -0.0460 -0.0117 0.0292 -0.04
C 2.4154 1.2354 -6.3220 0.0190 0.0079 -0.0244 -0.02
C 3.4020 1.4429 -5.3661 -0.0077 0.0043 0.0423 -0.04
C 3.1371 1.1726 -4.0363 0.0141 0.1284 -0.0633 0.00
C 1.5406 1.2816 2.1436 -0.0529 0.0928 -0.3360 -0.21
C 1.8891 1.9956 3.2737 0.0088 0.0454 0.1130 0.03
C 1.4512 1.5451 4.5142 0.0483 0.0601 0.0425 0.00
C 0.6688 0.4099 4.5801 -0.0331 -0.0262 0.0157 0.00
C 0.3756 -0.2591 3.3990 0.0783 0.0185 -0.0537 -0.10
N 0.8031 0.1573 2.2101 0.0130 -0.1242 0.1338 -0.04
H 1.7475 3.5071 -0.3704 0.0071 -0.0073 -0.0111 0.10
H 3.3763 3.1831 0.1931 -0.0100 0.0078 -0.0108 0.12
H 2.1526 3.8171 1.3222 0.0093 -0.0057 -0.0067 0.08
H -0.0662 0.0402 -4.3510 0.0151 -0.0005 0.0076 0.12
H 0.4002 0.6002 -6.7186 0.0164 -0.0068 -0.0024 0.12
H 2.6231 1.4604 -7.3600 -0.0070 0.0023 0.0080 0.12
H 4.3722 1.8194 -5.6591 -0.0072 0.0001 -0.0017 0.12
H 3.8908 1.3394 -3.2797 -0.0078 -0.0143 -0.0150 0.12
H 2.5076 2.8785 3.1995 -0.0342 -0.0024 0.0127 0.13
H 1.7183 2.0846 5.4130 -0.0025 -0.0084 -0.0078 0.13
H 0.2895 0.0384 5.5216 0.0127 -0.0024 -0.0096 0.13
H -0.2265 -1.1616 3.4124 0.0080 0.0145 -0.0016 0.12
C -2.7507 -4.2229 -1.5976 -0.1349 -0.0108 -0.2084 -0.15
Si -1.8987 -3.8200 -0.0143 0.0800 0.1995 0.0261 0.40
C -2.8108 -4.3406 1.5026 -0.1362 -0.0229 0.1924 -0.15
C -0.2006 -4.5704 -0.0107 0.2003 -0.0159 -0.0043 -0.23
N -1.6165 -2.0157 0.0624 -0.0072 0.2017 0.0081 -0.10
C -2.5865 -1.1136 0.0046 -0.0445 -0.0209 -0.0021 -0.28
C -3.9902 -1.4228 -0.0690 0.1000 0.0058 -0.0039 0.01
C -4.9347 -0.4382 -0.1372 0.0131 0.0841 0.0018 -0.03
C -4.5578 0.9145 -0.1362 -0.0444 0.0013 -0.0039 0.00
C -3.2111 1.2823 -0.0600 -0.1466 0.0327 -0.0121 0.03
C -2.2858 0.2918 0.0097 0.1387 -0.1773 0.0298 -0.19
F -0.9760 0.6286 0.0955 -0.0741 -0.0368 -0.1022 0.00
H -2.7036 -5.3037 -1.7556 -0.0108 0.0204 -0.0153 0.06
H -2.2622 -3.7428 -2.4487 -0.0151 -0.0281 0.0051 0.05
H -3.8032 -3.9381 -1.6057 0.0227 -0.0382 -0.0555 0.04
H -2.8340 -5.4332 1.5443 -0.0054 0.0275 0.0122 0.06
H -3.8442 -3.9923 1.5244 0.0144 -0.0272 0.0394 0.04
H -2.3171 -3.9886 2.4117 -0.0183 -0.0278 -0.0137 0.04
H -0.3224 -5.6537 -0.1013 0.0053 0.0164 0.0088 0.06
H 0.3562 -4.4060 0.9169 0.0071 -0.0267 -0.0305 0.02
H 0.4160 -4.2671 -0.8632 0.0010 -0.0319 0.0214 0.03
H -4.2935 -2.4594 -0.0690 0.0120 0.0316 0.0072 0.09
H -5.9819 -0.7013 -0.1926 -0.0002 0.0176 0.0008 0.13
H -5.3141 1.6856 -0.1928 -0.0007 -0.0134 -0.0008 0.13
H -2.9017 2.3185 -0.0565 -0.0145 -0.0051 0.0007 0.14
```
Forces are in eV/Å.

Results
net charge	+2
electronic energy	-1767.39989	Ha
largest force on an atom	0.65	eV/Å

***

Entry 2:
The following is a quantum chemistry calculation of a cluster of 2 separate species, C23H25N3O2P in total at a distorted geometry, from the OMol25 dataset.

The geometry in XYZ format:
```
54
Properties=species:S:1:pos:R:3:forces:R:3:lowdin_charge:R:1
C -1.0155 3.8317 7.2810 0.7628 4.3691 -8.6616 0.08
C -0.7737 4.3452 5.9903 -1.8273 -3.1417 8.1724 -0.05
C -0.6753 4.9676 4.4541 -1.6210 0.7275 1.5925 -0.29
C -1.9093 4.3570 3.5676 -1.1341 -0.4393 0.2602 -0.13
C -1.5197 3.0930 2.6004 -1.9638 0.3195 -0.2003 -0.19
N -0.0930 3.0854 2.1013 1.5070 0.7623 2.2700 0.00
C 0.9071 3.4857 3.1630 0.2029 1.2069 0.9956 -0.19
N 1.9757 2.6591 3.4581 -3.0020 2.6552 -1.3794 -0.10
P 2.2308 1.0444 2.6608 0.7942 -1.5008 -0.0236 0.92
C 2.4751 1.2684 0.7728 -0.2966 0.1748 -1.7294 -0.34
C 0.6081 0.0613 3.0547 -1.1159 -0.3548 0.2114 -0.42
C -0.0559 -0.6626 1.7312 -0.9807 0.7085 0.4855 -0.18
N 0.6981 4.8253 3.8400 0.3410 -4.2809 -0.6732 0.07
H -1.4601 3.7006 8.3811 1.4543 0.2214 -3.0646 0.08
H -0.8821 6.1339 4.5622 0.5742 -2.6183 -0.0232 0.17
H -2.4959 5.1919 2.9530 1.7507 -1.6457 1.2947 0.14
H -2.7114 3.9438 4.3490 1.8695 1.0277 -1.6968 0.14
H -1.8450 2.0832 3.1384 1.2541 2.0956 -1.1644 0.13
H -2.2144 3.1559 1.6330 1.6488 -0.1732 2.1300 0.15
H 0.0558 3.6994 1.2688 -0.2314 -0.5367 1.0916 0.15
H 2.6952 2.9489 4.1753 -1.3098 -0.3288 -1.0669 0.13
H 3.0688 0.3170 0.3671 -1.3006 1.9197 1.2316 0.06
H 1.4672 1.3185 0.1543 2.0881 0.0721 1.2825 0.04
H 3.1743 2.1943 0.4932 -1.6345 -1.9258 0.8923 0.07
H 0.8799 -0.7930 3.8362 -0.2431 1.9667 -1.7107 0.09
H -0.1651 0.7700 3.6252 1.6303 -1.5518 -1.4150 0.07
H -0.9261 -1.3626 2.1515 2.1243 1.2990 -1.1661 0.10
H -0.5956 0.1437 1.0356 1.3571 -1.7768 1.4763 0.08
H 0.7472 -1.2452 1.1098 -1.7045 0.9830 1.2835 0.08
H 1.4583 5.0247 4.5334 -1.0193 -0.2833 -0.7618 0.14
C 2.7681 -0.9266 -2.7712 -0.4009 -0.1617 0.0275 -0.07
C 3.3353 -1.6070 -3.8483 -0.2573 -0.2049 -0.1349 -0.05
C 2.5691 -2.5129 -4.5836 0.2080 0.2250 0.1693 0.02
C 1.2342 -2.7484 -4.2332 0.5875 0.3615 0.1956 -0.08
C 0.6744 -2.0863 -3.1411 0.5310 0.3043 0.0878 -0.08
C 1.4398 -1.1644 -2.4153 0.3799 0.0151 -0.1251 -0.01
C -0.7176 -2.3638 -2.7320 -0.6259 0.5184 0.9428 -0.28
O -1.2112 -1.7801 -1.7751 0.2837 -0.1913 -0.3499 0.08
C -1.5027 -3.3607 -3.4870 -0.5202 -0.3017 -0.0193 -0.09
C -2.8041 -3.6759 -3.0748 -0.1938 -0.2235 -0.1653 0.01
C -3.5583 -4.6078 -3.7911 0.2875 0.2538 0.1290 -0.05
C -3.0203 -5.2189 -4.9233 0.3338 0.1533 -0.0084 -0.05
C -1.7221 -4.9110 -5.3329 -0.2588 -0.0633 0.0984 0.01
C -0.9585 -3.9871 -4.6072 -0.5303 -0.3318 -0.1185 -0.09
C 0.4261 -3.6948 -5.0276 0.5183 -0.8206 -1.3717 -0.27
O 0.9014 -4.2350 -6.0199 -0.2995 0.4286 0.7480 0.11
H 3.3625 -0.2137 -2.2037 -0.0892 -0.1052 -0.1114 0.09
H 4.3744 -1.4311 -4.1178 -0.2073 -0.0425 0.0288 0.11
H 3.0171 -3.0366 -5.4265 -0.2794 0.0606 0.1736 0.13
H 1.0054 -0.6336 -1.5699 -0.0816 -0.2197 -0.2153 0.09
H -3.2328 -3.2009 -2.1938 0.2497 -0.0222 -0.2190 0.12
H -4.5667 -4.8549 -3.4663 0.2013 0.0658 -0.0520 0.11
H -3.6102 -5.9395 -5.4857 0.1346 0.1419 0.0999 0.11
H -1.3070 -5.3958 -6.2150 0.0540 0.2092 0.2572 0.12
```
Forces are in eV/Å.

Results
net charge	+1
electronic energy	-1547.03516	Ha
largest force on an atom	9.73	eV/Å

***

Entry 3:
The following is a quantum chemistry calculation of the molecule C23H25N3O4S at a distorted geometry, from the OMol25 dataset.

The geometry in XYZ format:
```
56
Properties=species:S:1:pos:R:3:forces:R:3:lowdin_charge:R:1
C -0.7223 -3.6191 -1.2252 -0.1837 0.1382 0.3467 -0.06
C -1.4550 -3.6739 0.1117 0.1764 -0.3330 -0.2338 -0.23
O -2.0201 -2.4312 0.4820 0.0233 0.4680 0.0831 -0.07
C -1.2221 -1.4154 0.9307 -0.1335 0.0473 0.0269 -0.18
C 0.1382 -1.5542 1.1837 -0.0582 -0.1689 0.0051 0.00
C 0.9209 -0.4827 1.5687 -0.0590 0.1603 0.0953 -0.02
C 0.3441 0.7696 1.7235 -0.3439 -0.3892 0.2359 -0.16
C -1.0290 0.9013 1.5635 0.0553 -0.2175 0.0080 0.06
C -1.8253 -0.1600 1.1574 0.2588 0.0202 0.1345 -0.18
O -3.1359 0.1556 0.9779 0.1021 0.1122 -0.1669 -0.04
C -4.1427 -0.8444 0.9588 -0.6070 -0.2615 0.0318 -0.24
C -5.4804 -0.1432 1.1460 0.4856 -0.0650 -0.0211 -0.06
H -5.6539 0.5592 0.3351 -0.0679 0.0761 -0.0872 0.07
H -5.4853 0.4048 2.0843 -0.0546 0.0499 0.0984 0.08
H -6.2815 -0.8767 1.1565 -0.1061 -0.0684 -0.0096 0.08
H -4.1258 -1.3825 0.0044 0.0280 0.0514 0.1932 0.12
H -3.9772 -1.5632 1.7684 0.0277 0.0605 -0.1202 0.13
H -1.4983 1.8584 1.7242 -0.0857 0.1097 0.0140 0.14
C 1.1321 1.9714 2.0888 -0.0560 -0.0750 0.1644 -0.44
O 0.7884 2.7876 2.9153 -0.1575 0.0855 0.0096 0.09
N 2.3224 2.1414 1.4203 0.4925 0.3224 0.0717 0.17
C 2.8469 1.3958 0.3741 0.4845 -0.3852 -0.2962 -0.19
C 4.1054 0.8439 0.2420 -0.4924 0.0390 -0.2536 -0.18
C 4.0690 0.1550 -0.9825 -0.6095 0.6172 0.6303 -0.31
N 2.8959 0.2689 -1.5669 0.1435 -0.5015 -0.6193 0.17
N 2.1596 1.0488 -0.7587 0.7135 0.2661 0.4066 -0.02
C 0.8296 1.3434 -1.1007 -0.6713 0.1588 -0.4001 -0.20
C 0.0671 0.3634 -1.7233 0.1860 0.0427 0.1323 0.00
C -1.2559 0.6125 -2.0255 0.0226 0.1630 0.0184 -0.03
C -1.8401 1.8360 -1.7208 0.0371 0.0424 -0.0428 -0.27
C -1.0489 2.8247 -1.1486 -0.0334 -0.0949 -0.0616 -0.03
C 0.2780 2.5922 -0.8438 0.2058 -0.0679 -0.1246 -0.01
H 0.8760 3.3749 -0.4034 0.0661 0.0540 0.0383 0.12
H -1.4789 3.7913 -0.9314 -0.0520 0.1135 0.0245 0.12
C -3.2970 2.0705 -1.9640 -0.0336 -0.0187 0.0743 -0.04
H -3.8509 1.7766 -1.0720 -0.1246 -0.0004 0.0186 0.07
H -3.4991 3.1210 -2.1587 -0.0647 0.0613 -0.0444 0.08
H -3.6566 1.4762 -2.8007 -0.0726 -0.0087 -0.0650 0.08
H -1.8493 -0.1593 -2.4934 -0.0758 -0.1024 -0.0571 0.12
H 0.5290 -0.5819 -1.9580 0.0233 -0.1083 0.0035 0.11
C 5.2870 -0.5934 -1.3489 0.3121 0.1155 0.2416 -0.21
H 5.0890 -1.5953 -1.7218 0.1690 -0.1101 0.1079 0.10
H 5.9188 -0.0508 -2.0517 0.0639 -0.0011 -0.0843 0.09
S 6.2401 -0.7440 0.2608 -0.1479 1.1167 -0.6380 0.93
O 5.6996 -1.9198 0.9365 -0.3937 -1.0546 0.5971 -0.53
C 5.3526 0.7305 1.0237 0.2309 -0.1640 -0.3225 -0.23
H 5.2011 0.5093 2.0787 0.1929 -0.1541 0.0342 0.10
H 6.0114 1.5928 0.9131 0.0767 0.0495 0.0778 0.09
H 2.9020 2.8909 1.7786 -0.1981 -0.0676 -0.0333 0.17
H 1.9718 -0.6409 1.7556 0.1345 -0.0095 -0.0466 0.12
H 0.6154 -2.5135 1.0668 -0.0029 -0.1161 -0.0436 0.11
H -0.8009 -4.0579 0.9033 -0.1080 0.0331 -0.0262 0.12
H -2.3198 -4.3394 0.0323 0.1691 0.0355 0.0685 0.13
H 0.1413 -2.9616 -1.1715 0.1070 0.0244 -0.0453 0.06
H -1.3914 -3.2470 -1.9971 -0.0567 0.0106 -0.0955 0.08
H -0.3890 -4.6165 -1.4981 0.0621 -0.1009 -0.0539 0.08
```
Forces are in eV/Å.

Results
electronic energy	-1754.82724	Ha
largest force on an atom	1.29	eV/Å

***

Entry 4:
The following is a quantum chemistry calculation of the molecule C23H25N3O5S, from the OMol25 dataset.

The geometry in XYZ format:
```
57
Properties=species:S:1:pos:R:3:forces:R:3:lowdin_charge:R:1
C -2.6319 3.3442 -1.6945 0.0462 -0.0640 -0.0975 -0.04
C -2.0230 3.1550 -0.3419 0.0281 -0.0011 0.0764 -0.28
C -2.4530 2.1338 0.4904 0.0708 0.0495 0.0566 0.00
C -1.8477 1.9060 1.7239 0.1573 0.1721 0.0440 -0.22
C -0.8087 2.7270 2.1452 0.1158 -0.0738 0.2002 -0.01
C -0.3829 3.7521 1.3177 -0.0432 0.0051 -0.1166 -0.08
C -0.9753 3.9648 0.0863 0.0097 0.0367 -0.0123 -0.07
H -0.6262 4.7630 -0.5522 0.0227 0.0969 -0.0750 0.11
H 0.4256 4.3905 1.6427 0.0632 0.0556 0.0421 0.11
H -0.3381 2.5563 3.0978 0.0002 -0.0074 0.0471 0.10
N -2.3073 0.8102 2.4710 -0.4636 0.3275 -0.1097 0.12
C -1.6456 0.1642 3.4657 -0.0835 0.2521 0.2695 -0.52
O -0.6789 0.5837 4.0629 0.0014 -0.0580 0.0902 0.09
C -2.2228 -1.2121 3.7205 0.4295 -0.3825 -0.6847 -0.10
H -3.2789 -1.1927 3.9753 -0.1221 -0.0751 -0.0766 0.12
H -1.6490 -1.7414 4.4745 0.0646 0.0265 -0.0188 0.11
S -2.0908 -2.1058 2.1215 0.1590 -0.2160 -0.1117 0.71
O -3.1998 -1.6557 1.3111 -0.0749 0.2370 -0.1321 -0.32
O -1.9721 -3.5133 2.3741 0.2626 0.0962 0.2438 -0.29
C -0.6180 -1.4517 1.4078 -0.6837 -0.2375 0.1932 -0.22
C -0.5796 -0.6054 0.3352 -0.1926 -0.1837 -0.0082 -0.02
N 0.6815 -0.1342 0.1570 -0.3022 -0.2375 0.0869 -0.02
C 1.4890 -0.6599 1.1371 0.0457 -0.4370 0.6335 -0.17
C 2.8422 -0.4765 1.3972 0.0398 0.0971 -0.1260 -0.01
C 3.3845 -1.1542 2.4679 0.0577 0.0346 -0.0579 -0.08
C 2.6109 -2.0014 3.2658 -0.0213 -0.0857 0.1390 -0.08
C 1.2700 -2.1897 3.0197 0.0866 0.0784 -0.0871 -0.01
C 0.6977 -1.5105 1.9472 0.4676 0.0918 -0.0802 -0.14
H 0.6704 -2.8510 3.6247 -0.0330 -0.1012 0.1079 0.11
H 3.0807 -2.5123 4.0921 0.0289 -0.0567 0.0786 0.10
H 4.4315 -1.0274 2.6977 0.0891 0.0198 0.0053 0.10
H 3.4522 0.1799 0.7943 0.0643 0.0728 -0.0450 0.11
C 1.0515 0.8025 -0.8710 -0.1195 0.5065 -0.2780 -0.01
H 0.6844 1.8053 -0.6187 0.1058 -0.1790 -0.0856 0.13
H 2.1397 0.8429 -0.9564 -0.0757 -0.0516 0.0416 0.13
C 0.4232 0.4361 -2.2222 0.2472 0.0000 0.3032 -0.43
O -0.2955 1.2274 -2.8022 -0.1560 0.3765 -0.0078 0.06
N 0.6806 -0.7940 -2.7044 -0.0723 -0.2479 -0.2416 -0.04
C 1.6205 -1.7713 -2.2005 0.4426 -0.2181 -0.1656 -0.10
H 1.0749 -2.6915 -1.9603 0.0721 0.0522 0.0691 0.14
H 2.1311 -1.4245 -1.3064 -0.0255 -0.0091 0.0057 0.11
C 2.6578 -2.0710 -3.2951 -0.0192 0.0150 0.4054 -0.18
O 2.0471 -2.5041 -4.4836 0.0152 -0.1518 -0.0740 -0.12
C 1.1511 -1.5328 -4.9765 -0.3257 0.1165 0.0508 -0.18
H 1.6964 -0.6095 -5.2248 -0.0538 -0.0573 0.0001 0.13
C 0.0623 -1.2204 -3.9484 0.0274 0.0601 -0.3977 -0.10
H -0.5297 -2.1210 -3.7548 0.0037 0.0353 -0.0333 0.14
H -0.5859 -0.4180 -4.3008 0.0376 -0.1364 0.0214 0.13
H 0.7153 -1.9509 -5.8843 -0.0057 0.0935 0.0269 0.13
H 3.2525 -1.1633 -3.4872 -0.0222 -0.0663 0.0416 0.13
H 3.3210 -2.8768 -2.9776 -0.0007 0.0914 0.0387 0.13
H -1.3798 -0.3183 -0.3180 -0.1723 0.1237 -0.1255 0.14
H -3.0385 0.2750 2.0098 0.1230 0.1005 0.1457 0.11
H -3.2636 1.4904 0.1759 -0.1294 -0.0866 -0.0696 0.13
H -3.6534 2.9736 -1.7201 -0.1054 0.0108 -0.0391 0.08
H -2.6244 4.3926 -1.9824 -0.0504 0.0782 -0.0375 0.08
H -2.0455 2.7863 -2.4255 -0.0314 0.0115 -0.0696 0.06
```
Forces are in eV/Å.

Results
SMILES string	Cc1cccc(NC(=O)CS(=O)(=O)c2cn(CC(=O)N3CCOCC3)c3ccccc23)c1
electronic energy	-1830.13437	Ha
largest force on an atom	0.89	eV/Å

***

Q: Which value of largest force on an atom does entry 2 give?
A: 9.73 eV/Å